Run i
Here is a cluster of 2 separate species, C9H14 in total from the Open Molecules 2025 dataset. Energies are from the ωB97M-V functional and the def2-TZVPD basis.

Results
* highest occupied orbital energy: -8.9 eV
* structure (SMILES): Cc1ccccc1.CC
* gap between HOMO and LUMO: 9.93 eV
* molar mass: 122.2 g mol⁻¹

The geometry in ORCA input format:
```
! wB97M-V def2-TZVPD RIJCOSX def2/J DEFGRID3
* xyz 0 1
C -0.8743 -0.3658 -0.9420
C -0.1473 -2.3715 0.1513
C -2.2150 -0.6682 -0.6545
C 1.5532 2.7713 0.3564
C 0.1721 -1.1551 -0.4793
C 1.6665 -0.7930 -0.5756
C 0.2283 2.3154 0.9388
C -1.4629 -2.7831 0.2674
C -2.4796 -1.8554 0.0229
H 1.9224 -0.3494 -1.5426
H -0.4935 3.1018 0.6878
H 1.9994 3.5780 0.9427
H 0.3662 2.0679 1.9879
H -2.9285 -0.0743 -1.2029
H 1.8509 -0.0656 0.1933
H -3.4189 -2.0399 0.5164
H 2.3201 1.9936 0.2757
H -0.1384 1.3922 0.4365
H -1.6422 -3.6880 0.8236
H 0.7267 -2.8825 0.5382
H 1.4405 3.1582 -0.6457
H -0.5866 0.4835 -1.5594
H 2.1409 -1.7701 -0.5367
*
```

---

Run ii
Here is a cluster of 2 separate species, C9H14 in total from the Open Molecules 2025 dataset. Energies are from the ωB97M-V functional and the def2-TZVPD basis.

Results
* highest occupied orbital energy: -9.1 eV
* structure (SMILES): Cc1ccccc1.CC
* gap between HOMO and LUMO: 10.09 eV
* molar mass: 122.2 g mol⁻¹

The geometry in ORCA input format:
```
! wB97M-V def2-TZVPD RIJCOSX def2/J DEFGRID3
* xyz 0 1
C 1.6613 -0.3422 -0.0418
C 0.0291 -1.0817 2.1238
C 0.7884 0.0797 2.1705
C 0.9141 -1.5175 -0.0592
C 2.6228 -0.0032 -1.1413
C -1.7687 0.8232 -1.3928
C -3.0285 1.1720 -0.6068
C 0.0282 -1.8270 0.9568
C 1.5678 0.4678 1.0885
H -1.8669 -0.0843 -1.9870
H -0.4881 -2.7815 0.9444
H 2.1907 -0.0203 -2.1455
H -0.5834 -1.3166 2.9816
H -0.9054 0.7108 -0.7307
H -3.2344 0.4615 0.1901
H 0.9895 -2.1547 -0.9294
H 3.0879 0.9723 -0.9898
H 3.4428 -0.7138 -1.1611
H -1.5151 1.6380 -2.0748
H 0.8044 0.6832 3.0642
H 2.0708 1.4286 1.0962
H -3.9189 1.2657 -1.2348
H -2.8886 2.1402 -0.1212
*
```

---

Stability comparison, relative energies in hartree: run i 0.0273; run ii 0.0000